1.
{"formula": "C36H31Br3N6O10", "method": "ωB97M-V with the def2-TZVPD basis set", "species": ["C", "Br", "Br", "Br", "H", "C", "C", "C", "C", "C", "C", "N", "O", "O", "H", "H", "H", "H", "H", "C", "C", "C", "C", "C", "C", "N", "O", "O", "H", "H", "H", "H", "H", "C", "C", "C", "C", "C", "C", "N", "O", "O", "H", "H", "H", "H", "H", "C", "C", "C", "C", "C", "C", "N", "O", "O", "H", "H", "H", "H", "H", "C", "C", "C", "C", "C", "C", "N", "O", "O", "H", "H", "H", "H", "H", "N", "C", "C", "C", "C", "C", "H", "H", "H", "H", "H"], "xyz": [[-2.0916, -5.3377, -1.3056], [-3.1148, -4.0238, -2.4888], [-3.1078, -6.0845, 0.1704], [-0.4159, -4.5043, -0.6561], [-1.8263, -6.1161, -2.0211], [1.0253, -0.4993, -4.3594], [0.5564, 0.6516, -4.9442], [1.1032, 1.1976, -6.0780], [2.2522, 0.6250, -6.6749], [2.7543, -0.5141, -6.0147], [2.1522, -1.0952, -4.8689], [2.9974, 1.1172, -7.8818], [3.7758, 0.4197, -8.5338], [2.8385, 2.2962, -8.2184], [0.4733, -1.0347, -3.6010], [-0.3076, 1.1829, -4.5732], [0.6426, 2.1211, -6.3964], [3.6817, -0.9277, -6.3824], [2.6499, -1.9182, -4.3776], [-1.9109, 1.2498, 4.8456], [-1.8849, 2.1899, 3.8603], [-3.0319, 2.3850, 3.0560], [-4.2217, 1.7166, 3.3380], [-4.2520, 0.7652, 4.3557], [-3.0918, 0.5510, 5.1417], [-5.4192, 1.9112, 2.4479], [-5.3000, 2.6842, 1.4899], [-6.4677, 1.3318, 2.6987], [-1.0395, 1.1852, 5.4804], [-0.9722, 2.7612, 3.7757], [-3.0253, 3.0060, 2.1725], [-5.1639, 0.2139, 4.5318], [-3.2531, -0.1778, 5.9222], [1.2867, -8.8764, 3.7596], [1.9578, -7.7071, 3.3345], [1.1772, -6.5481, 3.2290], [-0.1869, -6.5893, 3.4468], [-0.8171, -7.8064, 3.7745], [-0.0949, -8.9006, 4.0843], [-1.0682, -5.3600, 3.2800], [-0.5388, -4.2906, 2.8213], [-2.2265, -5.5117, 3.6506], [1.8796, -9.7780, 3.7169], [3.0244, -7.7427, 3.1691], [1.6967, -5.6286, 3.0028], [-1.8501, -7.8610, 4.0848], [-0.6538, -9.7512, 4.4455], [-2.2828, 8.2883, -0.7191], [-1.7401, 9.5589, -0.5128], [-0.3539, 9.5923, -0.2027], [0.4114, 8.4314, -0.0322], [-0.2153, 7.1822, -0.1420], [-1.5584, 7.1559, -0.5740], [1.8331, 8.5001, 0.3875], [2.3338, 7.4505, 0.8365], [2.4417, 9.5292, 0.2422], [-3.3195, 8.3571, -1.0141], [-2.3539, 10.4272, -0.7022], [-0.0478, 10.6106, -0.0136], [0.3354, 6.2968, 0.1395], [-1.9949, 6.1760, -0.6997], [-0.0159, -0.9938, 0.9766], [-0.2716, -0.8675, -0.3996], [-0.4700, 0.3174, -1.0386], [-0.5466, 1.4538, -0.2144], [-0.2892, 1.3720, 1.1574], [-0.0861, 0.1141, 1.7822], [-0.6424, 2.7894, -0.8574], [-0.7858, 3.8025, -0.1442], [-0.7075, 2.7999, -2.0886], [0.0905, -1.9808, 1.4020], [-0.2520, -1.8145, -0.9183], [-0.7551, 0.2785, -2.0796], [-0.3711, 2.2598, 1.7670], [-0.0795, -0.0344, 2.8520], [4.5329, -3.2414, -2.1322], [3.4456, -3.5939, -1.3688], [2.6961, -2.7438, -0.5902], [3.1305, -1.4060, -0.5045], [4.2783, -1.0659, -1.2575], [4.9188, -1.9926, -2.0975], [3.1790, -4.6405, -1.3691], [1.8726, -3.0225, 0.0506], [2.6065, -0.7150, 0.1392], [4.6691, -0.0617, -1.1846], [5.7730, -1.5467, -2.5852]], "forces_ev_per_a": [[-0.490, 0.758, -0.612], [0.774, -0.998, 1.245], [0.429, 0.509, -0.777], [-0.710, -0.545, -0.302], [0.066, 0.111, 0.457], [-0.223, -0.855, 0.125], [-0.837, 0.344, -0.064], [1.230, 0.842, -1.083], [-0.236, -1.566, 1.462], [0.365, 0.199, -0.177], [1.039, 1.144, -1.276], [0.744, 1.907, -1.811], [-1.156, -0.637, 1.813], [-0.790, -1.114, 1.324], [-0.043, 0.349, 0.421], [-0.127, -0.201, 0.292], [0.250, 0.005, -0.563], [0.006, -0.161, -0.188], [-0.175, -0.306, -0.184], [-0.797, -0.492, 1.543], [-1.180, 0.315, -0.968], [0.104, 0.116, -0.075], [0.758, -0.606, -0.058], [0.667, 0.328, 0.300], [-1.331, 0.167, -1.283], [-0.584, 0.787, -0.897], [0.334, -0.900, 1.213], [1.272, 0.150, 0.307], [0.042, -0.387, 0.125], [-0.123, 0.222, -0.485], [0.108, 0.360, 0.126], [-0.013, -0.006, 0.122], [0.690, 0.024, 0.205], [0.375, 0.136, -0.449], [-2.177, -0.952, 0.873], [0.712, 0.413, -0.094], [-0.509, -0.182, -0.611], [-0.933, 2.042, 1.286], [1.989, -0.633, -1.117], [0.949, 0.754, -0.069], [-1.637, -2.893, 1.234], [1.516, 0.990, -0.871], [-0.089, -0.249, 0.557], [-0.066, 0.210, -0.145], [-0.333, 0.263, -0.104], [-0.252, 0.499, -0.542], [0.502, -0.332, -0.013], [-1.096, 2.351, -0.419], [2.093, -1.910, -0.100], [-1.373, 1.164, 0.085], [-1.257, -0.032, 0.256], [-0.165, 1.065, -0.278], [1.501, -1.694, 0.868], [0.372, -1.622, 0.310], [-0.778, 1.356, -0.560], [-0.211, 0.259, 0.012], [-0.211, -0.890, -0.066], [0.302, 0.205, 0.307], [1.074, -0.199, -0.036], [-0.080, -0.095, -0.314], [-0.178, -0.001, -0.076], [-0.632, 0.203, -0.576], [0.956, -1.485, 0.777], [-1.026, 0.496, 0.406], [1.584, -0.067, 0.297], [-0.629, -0.413, 0.075], [-0.208, 0.760, -0.723], [-1.567, 1.357, -0.253], [0.617, -2.013, -1.040], [0.427, 0.013, 1.470], [0.012, -0.151, 0.122], [-0.246, 0.170, -0.544], [0.240, 0.570, -0.036], [0.162, 0.082, -0.224], [0.254, 0.473, 0.102], [-0.336, -0.003, -0.218], [1.468, -1.123, -1.520], [-0.164, 3.706, 1.210], [-0.025, -1.583, -0.504], [-1.693, 1.363, 1.735], [0.134, -0.965, 0.569], [0.264, -0.266, -0.098], [-0.050, -0.482, -0.205], [0.119, 0.192, -0.026], [0.016, 0.158, -0.122], [0.218, -0.881, -0.875]], "lowdin_charge": [-1.463, 0.513, 0.624, 0.586, -0.026, -0.091, -0.076, 0.013, -0.089, 0.004, -0.070, -0.322, 0.072, 0.075, 0.096, 0.109, 0.126, 0.111, 0.087, -0.095, -0.101, 0.008, -0.124, 0.006, -0.038, -0.325, 0.059, 0.082, 0.110, 0.109, 0.111, 0.116, 0.105, -0.042, -0.053, -0.028, -0.119, -0.030, -0.058, -0.297, -0.026, 0.062, 0.103, 0.105, 0.107, 0.122, 0.116, -0.096, -0.047, 0.001, -0.133, 0.010, -0.073, -0.343, 0.038, 0.098, 0.108, 0.107, 0.113, 0.100, 0.095, -0.093, -0.114, -0.003, -0.109, 0.017, -0.036, -0.302, 0.065, 0.073, 0.085, 0.026, 0.107, 0.092, 0.108, 0.145, 0.005, 0.004, 0.045, 0.084, -0.048, 0.136, 0.070, 0.118, 0.139, 0.142], "charge": 1, "orbital_gap_ev": [6.1715, 1.7640], "e_tot_ha": -10192.4802, "spin_multiplicity": 2, "e_homo_ev": [-11.02, -11.02], "e_lumo_ev": [-4.853, -9.261]}

---

2.
{"formula": "C24H58N7O8", "method": "ωB97M-V with the def2-TZVPD basis set", "species": ["N", "C", "C", "N", "C", "N", "N", "C", "C", "C", "O", "O", "H", "H", "H", "H", "H", "H", "H", "H", "H", "H", "H", "H", "H", "C", "O", "C", "C", "N", "C", "C", "O", "C", "H", "H", "H", "H", "H", "H", "H", "H", "H", "H", "H", "H", "H", "H", "H", "C", "O", "C", "C", "N", "C", "C", "O", "C", "H", "H", "H", "H", "H", "H", "H", "H", "H", "H", "H", "H", "H", "H", "H", "C", "O", "C", "C", "N", "C", "C", "O", "C", "H", "H", "H", "H", "H", "H", "H", "H", "H", "H", "H", "H", "H", "H", "H"], "xyz": [[-4.9547, -1.1947, -6.2931], [-4.3430, -0.6407, -7.2456], [-3.6255, 0.6561, -6.9531], [-2.2175, 0.4101, -6.5069], [-1.9405, -0.7613, -5.8316], [-1.6555, -1.9392, -6.5057], [-1.8986, -0.8320, -4.5375], [-2.2526, 0.1920, -3.5459], [-1.4345, -0.0021, -2.2689], [-2.1421, -0.9974, -1.3613], [-2.6626, -1.9755, -1.8309], [-2.0879, -0.7789, -0.0459], [-5.4045, -2.0669, -6.5725], [-4.2800, -1.0412, -8.2627], [-3.5975, 1.2997, -7.8303], [-4.1716, 1.1540, -6.1497], [-1.8730, 1.2100, -5.9884], [-2.0349, -1.9022, -7.4474], [-0.6509, -2.0641, -6.6183], [-1.6982, -1.7550, -4.1577], [-2.1055, 1.1865, -3.9627], [-3.3179, 0.0455, -3.3535], [-1.2045, 0.9554, -1.8011], [-0.4748, -0.4744, -2.5051], [-1.9137, 0.1528, 0.1550], [0.7339, 1.3431, 4.5757], [0.9834, 0.0450, 4.0806], [0.0437, -0.4451, 3.1404], [0.6219, -0.5003, 1.7458], [0.8161, 0.8247, 1.1682], [1.6474, 0.8636, -0.0301], [3.0529, 0.2652, 0.0122], [4.0037, 1.0320, 0.7153], [3.9291, 0.9501, 2.1283], [1.3625, 1.4780, 5.4533], [0.9810, 2.1301, 3.8514], [-0.3134, 1.4635, 4.8697], [-0.8719, 0.1580, 3.1689], [-0.2152, -1.4648, 3.4372], [-0.0651, -1.0480, 1.0965], [1.5441, -1.0893, 1.8031], [1.1974, 1.4509, 1.8652], [1.7428, 1.9085, -0.3393], [1.1072, 0.3414, -0.8325], [3.4180, 0.2253, -1.0174], [3.0400, -0.7645, 0.3901], [3.6726, -0.0609, 2.4582], [3.2006, 1.6505, 2.5488], [4.9127, 1.2099, 2.5147], [0.5621, -4.9888, -0.0392], [0.3082, -4.3717, 1.2018], [-1.0637, -4.1934, 1.5318], [-1.5493, -5.1745, 2.5744], [-1.6352, -6.5211, 2.0435], [-1.9262, -7.5724, 3.0090], [-1.0049, -7.7450, 4.2122], [0.2703, -8.2793, 3.9100], [1.2179, -7.3527, 3.4254], [1.6070, -4.8025, -0.2843], [0.4036, -6.0726, -0.0195], [-0.0722, -4.5693, -0.8291], [-1.6847, -4.2468, 0.6305], [-1.1548, -3.1831, 1.9413], [-2.5494, -4.8571, 2.8910], [-0.8894, -5.0861, 3.4490], [-0.7956, -6.7472, 1.5299], [-1.9407, -8.5204, 2.4669], [-2.9414, -7.4136, 3.3907], [-1.4784, -8.4717, 4.8757], [-0.8927, -6.8127, 4.7807], [1.1398, -6.3915, 3.9455], [1.1221, -7.1701, 2.3501], [2.2045, -7.7733, 3.6134], [3.8325, 4.6811, -0.0128], [3.5655, 5.6308, 0.9915], [3.5272, 6.9893, 0.5712], [2.1141, 7.5293, 0.5762], [1.3104, 6.9258, -0.4733], [-0.1260, 7.1367, -0.3798], [-0.8508, 6.6720, 0.8794], [-0.9503, 5.2618, 1.0130], [0.2052, 4.6220, 1.5136], [4.0691, 3.7408, 0.4833], [2.9723, 4.5089, -0.6755], [4.6831, 4.9775, -0.6349], [3.9784, 7.0930, -0.4211], [4.1247, 7.5642, 1.2817], [2.1529, 8.6116, 0.4130], [1.7103, 7.3696, 1.5853], [1.5068, 5.9373, -0.5323], [-0.5897, 6.6267, -1.2285], [-0.3291, 8.2056, -0.5082], [-1.8791, 7.0343, 0.8202], [-0.4081, 7.0975, 1.7876], [0.6905, 5.2128, 2.2966], [0.9437, 4.4164, 0.7325], [-0.1144, 3.6685, 1.9366]], "forces_ev_per_a": [[0.001, -0.105, 0.006], [0.067, 0.111, -0.042], [0.004, -0.051, -0.107], [-0.077, -0.012, 0.103], [-0.062, -0.058, 0.209], [-0.199, 0.265, -0.533], [0.425, -0.088, 0.021], [-0.054, -0.089, -0.142], [-0.110, 0.012, -0.050], [0.117, -0.024, -0.016], [0.187, 0.118, 0.093], [-0.459, 0.004, -0.170], [0.021, 0.019, 0.007], [-0.085, 0.017, 0.020], [0.074, -0.011, 0.018], [-0.006, -0.031, -0.056], [-0.143, 0.003, 0.011], [0.071, 0.007, 0.029], [-0.029, -0.202, 0.326], [-0.134, 0.043, 0.076], [0.077, -0.068, -0.011], [0.043, 0.164, 0.073], [-0.115, -0.044, 0.081], [0.019, 0.186, 0.007], [0.373, -0.067, 0.080], [-0.049, 0.007, 0.048], [0.070, 0.039, -0.062], [-0.124, -0.019, 0.059], [0.103, -0.080, -0.145], [-0.045, 0.088, 0.035], [-0.035, 0.008, -0.056], [0.052, -0.013, -0.031], [-0.096, 0.105, 0.023], [0.065, -0.057, 0.000], [0.006, 0.009, -0.007], [-0.014, -0.019, -0.014], [0.009, 0.003, 0.017], [0.012, 0.007, -0.049], [-0.008, 0.019, 0.039], [0.054, -0.165, 0.081], [0.000, 0.013, 0.030], [0.025, -0.017, -0.014], [-0.032, -0.001, -0.004], [0.022, -0.027, 0.023], [0.005, -0.010, 0.011], [-0.004, 0.019, 0.022], [0.004, 0.008, 0.006], [0.000, -0.002, -0.021], [-0.006, 0.003, 0.013], [-0.009, 0.021, -0.039], [0.030, -0.004, 0.001], [-0.069, 0.175, -0.007], [-0.020, -0.037, 0.020], [0.106, -0.005, -0.106], [-0.097, -0.033, -0.008], [0.010, -0.034, 0.046], [-0.037, 0.017, -0.107], [0.019, 0.015, 0.083], [0.001, -0.011, 0.002], [-0.022, 0.011, 0.006], [0.013, 0.001, -0.004], [0.007, -0.054, 0.009], [-0.021, -0.002, -0.019], [0.010, -0.028, 0.036], [0.003, 0.025, -0.014], [0.042, -0.020, 0.080], [-0.031, 0.003, 0.003], [0.018, 0.030, 0.008], [0.033, 0.006, 0.021], [-0.005, 0.009, -0.034], [0.013, -0.008, 0.003], [-0.018, -0.002, 0.007], [0.003, 0.005, -0.009], [0.073, -0.067, -0.013], [-0.088, -0.009, 0.052], [0.048, 0.017, -0.036], [-0.010, 0.069, 0.004], [0.017, -0.130, -0.017], [-0.033, 0.025, -0.050], [-0.047, 0.000, 0.024], [0.053, -0.010, -0.101], [-0.071, -0.067, 0.077], [0.009, -0.014, -0.032], [0.014, 0.040, -0.016], [0.006, -0.003, 0.016], [-0.034, 0.008, -0.003], [0.025, -0.011, -0.013], [-0.014, -0.001, 0.011], [0.003, 0.001, -0.011], [-0.006, 0.006, 0.059], [-0.003, 0.043, -0.020], [0.022, 0.004, 0.040], [-0.005, -0.018, 0.027], [0.021, -0.007, -0.019], [0.004, 0.009, -0.015], [0.026, 0.011, 0.022], [-0.010, 0.006, 0.001]], "lowdin_charge": [0.140, -0.246, -0.134, 0.069, -0.372, 0.164, 0.155, -0.108, -0.068, -0.518, 0.122, 0.128, 0.076, 0.124, 0.121, 0.121, 0.127, 0.103, 0.131, 0.172, 0.124, 0.147, 0.127, 0.132, 0.123, -0.103, -0.179, -0.208, -0.214, -0.038, -0.195, -0.222, -0.185, -0.086, 0.094, 0.066, 0.091, 0.125, 0.120, 0.093, 0.111, 0.065, 0.112, 0.093, 0.123, 0.114, 0.092, 0.075, 0.094, -0.115, -0.191, -0.216, -0.216, -0.052, -0.198, -0.225, -0.176, -0.103, 0.088, 0.078, 0.082, 0.122, 0.102, 0.128, 0.107, 0.071, 0.122, 0.118, 0.123, 0.111, 0.088, 0.070, 0.090, -0.114, -0.190, -0.208, -0.215, -0.053, -0.202, -0.220, -0.182, -0.103, 0.077, 0.070, 0.093, 0.124, 0.124, 0.126, 0.106, 0.064, 0.117, 0.119, 0.122, 0.112, 0.095, 0.062, 0.072], "charge": 1, "orbital_gap_ev": 6.4028, "e_tot_ha": -1934.0649, "e_homo_ev": -9.98, "e_lumo_ev": -3.574}